DFT (ωB97M-V with the def2-TZVPD basis set) results for a molecular structure, C17H32NO2P2Tl in a non-equilibrium geometry.

The calculation puts the energy at -1726.7057 Eh. For the lowest unoccupied orbital energy, the calculation gives -7.324 eV. The total charge is +2. Its maximum force is 4.2 eV/A. The relative energy (zero: lowest compared OMol25 entry of this formula, charge and spin) is 294.5 kJ/mol. The value obtained for the orbital gap is 5.26 eV.

Positions of all 55 atoms, in Å:
Tl -0.366 1.598 0.547
P 2.488 -1.080 0.182
C 2.166 -0.738 -1.498
C 0.919 -1.043 -2.142
N -0.310 -0.479 -1.828
C -1.418 -1.061 -2.342
C -1.344 -2.096 -3.298
C -0.097 -2.549 -3.752
C 1.032 -1.961 -3.223
C -2.809 -0.610 -1.862
P -2.692 1.011 -0.995
H 2.055 -2.260 -3.462
H -2.271 -2.512 -3.694
H 0.011 -3.322 -4.513
H -3.488 -0.537 -2.741
H -3.223 -1.352 -1.143
H 1.756 1.566 -1.678
H 2.968 -0.381 -2.164
H 0.412 3.092 -2.142
O 2.034 2.409 -1.971
H 2.393 2.155 -2.830
H -0.558 3.337 -0.871
O -0.300 3.714 -1.860
H 0.113 4.617 -1.859
C -2.727 2.076 -2.481
H -3.657 1.860 -3.028
H -2.731 3.140 -2.201
H -1.876 1.873 -3.151
C -4.409 1.149 -0.400
H -4.440 1.978 0.321
H -5.104 1.351 -1.229
H -4.687 0.218 0.117
C 2.447 -2.866 0.064
H 3.469 -3.110 -0.267
H 2.187 -3.165 1.086
H 1.686 -3.122 -0.698
C 4.136 -0.509 0.567
H 4.121 -0.298 1.646
H 4.784 -1.364 0.331
H 4.425 0.386 -0.009
C 1.198 -0.718 4.859
C 0.255 -0.097 3.828
C -1.119 -0.763 3.950
C 0.139 1.408 4.101
C 0.816 -0.345 2.481
C 1.371 -0.533 1.402
H 0.803 -0.554 5.866
H 2.199 -0.277 4.792
H 1.296 -1.796 4.691
H -1.512 -0.601 4.960
H -1.835 -0.349 3.230
H -1.035 -1.843 3.776
H 1.121 1.892 4.004
H -0.561 1.895 3.408
H -0.232 1.568 5.122

These are the Löwdin partial charges, in e, on atoms 1 to 4: atom 1 (Tl): 0.9015, atom 2 (P): 0.7588, atom 3 (C): -0.3104, atom 4 (C): -0.3822

DFT (ωB97M-V with the def2-TZVPD basis set) results for 4 unconnected molecules or ions with the total composition C36H73FN4O8S in a non-equilibrium geometry.

The calculation puts the energy at -2734.4097 Eh. As for the SMILES: [H]/N=C(\N)NCCCC[C@@H]1[C@@H](COCOCCO)[C@H](CC=C)[C@H](C(=O)NC(=O)F)OS1(=O)=O.CCCCCC.CCCCCC.CCCCCC. For the lowest unoccupied orbital energy, the calculation gives 0.066 eV. Its maximum force is 1.4 eV/A. The relative energy (zero: lowest compared OMol25 entry of this formula, charge and spin) is 0.0 kJ/mol. The value obtained for the orbital gap is 9.35 eV.

Positions of all 123 atoms, in Å:
H -0.526 2.552 -5.257
N -1.183 2.935 -4.582
C -1.432 2.042 -3.718
N -0.843 0.747 -3.768
N -2.362 2.270 -2.645
C -2.300 3.638 -2.095
C -2.508 3.678 -0.588
C -1.500 2.950 0.319
C -0.031 3.032 -0.100
C 0.908 2.007 0.571
C 2.343 2.159 -0.010
C 2.995 3.459 0.451
O 3.985 3.801 -0.512
C 5.295 3.878 -0.045
O 6.097 3.679 -1.167
C 7.466 3.754 -0.837
C 8.336 3.219 -1.994
O 7.530 2.752 -3.058
C 3.345 0.992 0.249
C 4.093 0.668 -1.054
C 5.543 0.274 -0.961
C 6.367 0.391 0.077
C 2.627 -0.229 0.817
C 3.549 -1.425 0.955
O 4.416 -1.417 1.766
N 3.291 -2.544 0.073
C 4.348 -2.834 -0.811
O 4.293 -2.691 -1.974
F 5.450 -3.321 -0.264
O 1.523 -0.550 -0.060
S 0.265 0.349 0.314
O -0.266 -0.076 1.577
O -0.608 0.279 -0.812
H -1.465 0.091 -3.303
H -0.015 0.740 -3.181
H -3.271 2.200 -3.092
H -3.082 4.255 -2.540
H -1.365 4.130 -2.358
H -2.615 4.720 -0.281
H -3.480 3.218 -0.389
H -1.579 3.448 1.289
H -1.826 1.930 0.486
H 0.354 4.004 0.206
H 0.110 2.968 -1.179
H 0.933 2.162 1.649
H 2.221 2.268 -1.088
H 2.284 4.282 0.472
H 3.437 3.352 1.445
H 5.513 4.862 0.404
H 5.502 3.089 0.695
H 7.659 3.190 0.082
H 7.724 4.800 -0.638
H 8.975 4.032 -2.344
H 8.969 2.414 -1.617
H 7.976 2.026 -3.500
H 4.040 1.313 1.025
H 3.564 -0.134 -1.579
H 4.066 1.521 -1.733
H 5.954 -0.124 -1.884
H 6.022 0.610 1.079
H 7.428 0.219 -0.049
H 2.225 -0.044 1.816
H 3.013 -3.368 0.599
C -3.416 2.748 3.816
C -4.199 3.701 2.917
C -5.055 4.704 3.687
C -6.148 4.077 4.554
C -7.131 3.183 3.798
C -7.924 3.921 2.724
H -4.078 2.132 4.425
H -2.798 2.073 3.220
H -2.756 3.303 4.487
H -4.822 3.123 2.228
H -3.492 4.256 2.294
H -5.507 5.403 2.977
H -4.406 5.308 4.329
H -6.705 4.881 5.045
H -5.689 3.497 5.359
H -7.829 2.752 4.520
H -6.602 2.339 3.347
H -8.492 4.746 3.158
H -8.632 3.250 2.235
H -7.273 4.329 1.949
C -3.007 -1.910 0.883
C -3.807 -1.676 -0.394
C -4.904 -0.625 -0.235
C -5.988 -0.968 0.787
C -6.724 -2.281 0.527
C -7.483 -2.302 -0.796
H -3.631 -2.297 1.691
H -2.208 -2.633 0.710
H -2.545 -0.982 1.218
H -4.233 -2.621 -0.744
H -3.123 -1.339 -1.178
H -5.365 -0.443 -1.211
H -4.440 0.324 0.057
H -6.718 -0.152 0.808
H -5.548 -1.001 1.788
H -7.432 -2.448 1.343
H -6.022 -3.119 0.559
H -8.218 -1.495 -0.835
H -8.016 -3.245 -0.924
H -6.812 -2.188 -1.648
C 0.922 -8.761 -1.057
C 1.933 -8.025 -0.183
C 2.296 -6.639 -0.713
C 2.964 -6.627 -2.089
C 4.250 -7.444 -2.190
C 5.352 -6.939 -1.264
H 1.312 -8.943 -2.060
H 0.670 -9.730 -0.624
H -0.001 -8.187 -1.152
H 2.834 -8.634 -0.073
H 1.517 -7.914 0.822
H 2.951 -6.146 0.015
H 1.388 -6.030 -0.764
H 3.185 -5.588 -2.357
H 2.255 -6.983 -2.842
H 4.607 -7.399 -3.222
H 4.051 -8.500 -1.985
H 5.590 -5.896 -1.482
H 6.264 -7.524 -1.393
H 5.062 -7.009 -0.214

These are the Löwdin partial charges, in e, on atoms 1 to 4: atom 1 (H): 0.0524, atom 2 (N): 0.1453, atom 3 (C): -0.5285, atom 4 (N): 0.0892

DFT (ωB97M-V with the def2-TZVPD basis set) results for a gas-phase ion, CH3ClO2PS (charge -1) in a non-equilibrium geometry.

The calculation puts the energy at -1390.2941 Eh. As for the SMILES: CS[P@@](=O)([O-])Cl. For the lowest unoccupied orbital energy, the calculation gives 3.503 eV. The total charge is -1. Its maximum force is 3.5 eV/A. The relative energy (zero: lowest compared OMol25 entry of this formula, charge and spin) is 9.0 kJ/mol. The value obtained for the orbital gap is 8.19 eV.

Positions of all 9 atoms, in Å:
C -0.026 -0.585 0.136
S -1.499 -1.344 -0.594
P -2.689 0.494 0.128
O -2.311 0.783 1.503
O -2.686 1.507 -0.988
Cl -4.521 -0.376 0.145
H 0.805 -1.300 -0.132
H -0.021 -0.461 1.263
H 0.103 0.288 -0.399

These are the Löwdin partial charges, in e, on atoms 1 to 4: atom 1 (C): -0.5651, atom 2 (S): 0.4483, atom 3 (P): -0.2166, atom 4 (O): -0.4362

DFT (ωB97M-V with the def2-TZVPD basis set) results for a single C4H5NO2 molecule.

The calculation puts the energy at -360.6207 Eh. As for the SMILES: O=C1NC[C@H]2O[C@@H]12. For the lowest unoccupied orbital energy, the calculation gives 0.796 eV. Its maximum force is 0.5 eV/A. The relative energy (zero: lowest compared OMol25 entry of this formula, charge and spin) is 127.8 kJ/mol. The value obtained for the orbital gap is 10.52 eV.

Positions of all 12 atoms, in Å:
O 1.289 -1.955 1.076
C 0.693 -1.039 0.556
N 0.151 -1.027 -0.706
C -0.647 0.149 -1.010
C -0.366 1.076 0.166
O -0.932 0.620 1.387
C 0.442 0.343 1.135
H 0.583 -1.586 -1.421
H -1.713 -0.109 -1.038
H -0.370 0.599 -1.967
H -0.321 2.153 0.028
H 1.190 0.777 1.793

These are the Löwdin partial charges, in e, on atoms 1 to 4: atom 1 (O): 0.0833, atom 2 (C): -0.4212, atom 3 (N): 0.0796, atom 4 (C): -0.1107